--- i ---
{"formula": "C3H3ClS2", "method": "ωB97M-V/def2-TZVPD", "elements": ["Cl", "C", "C", "S", "S", "C", "H", "H", "H"], "positions_angstrom": [[-0.18137, -1.76849, 1.57705], [-0.12669, -0.61648, 0.40277], [-1.51875, 0.14205, -0.07064], [-1.18246, 1.30343, -1.23577], [0.82490, 1.26414, -1.37504], [1.12688, 0.10561, 0.07652], [-2.34627, -0.46850, -0.00238], [1.40987, 0.58532, 0.97238], [1.99390, -0.54708, -0.34489]], "mulliken_charge": [-0.167, 0.128, -0.364, -0.087, -0.072, -0.472, 0.405, 0.333, 0.295], "lumo_ev": [0.07, 0.00], "mol_weight_g_mol": 138.64, "smiles": "ClC1=CSSC1"}


--- ii ---
{"formula": "C3H3ClS2", "method": "ωB97M-V/def2-TZVPD", "elements": ["S", "C", "S", "C", "C", "Cl", "H", "H", "H"], "positions_angstrom": [[-2.86837, 0.24570, -0.21979], [-1.81966, -1.02002, -0.00234], [-0.23760, -1.14136, -0.04905], [0.42338, 0.48739, 0.16737], [1.68622, 0.77410, -0.16432], [3.02999, -0.42720, -0.18258], [-2.12247, -2.00662, -0.05647], [-0.38895, 1.31312, 0.47413], [2.29747, 1.77489, 0.03306]], "mulliken_charge": [-0.271, -0.160, 0.006, -0.070, -0.221, -0.171, 0.353, 0.239, 0.295], "lumo_ev": -0.71, "mol_weight_g_mol": 138.64, "smiles": "S=CS/C=C\\Cl"}


What are the relative energies? In eV: i 0.615; ii 0.000.


--- i ---
{"formula": "C10H4Cl3N2O8P2RuS2", "method": "ωB97M-V/def2-TZVPD", "elements": ["Ru", "O", "P", "O", "O", "O", "P", "O", "O", "O", "H", "H", "Cl", "C", "C", "C", "Cl", "C", "O", "C", "Cl", "C", "H", "H", "S", "C", "S", "C", "C", "N", "C", "N"], "positions_angstrom": [[0.92942, 0.30601, -0.61620], [5.29280, 0.93669, -1.07437], [3.95930, 0.48371, -0.28568], [4.29354, -0.46253, 0.78403], [2.88233, 0.22517, -1.35087], [3.47010, 1.92039, 0.32169], [2.03761, 2.53071, -0.08187], [0.46450, 0.97990, -2.33173], [1.31591, 3.03956, 1.09814], [2.10759, 3.20256, -1.39689], [6.02447, 0.80652, -0.46001], [1.18172, 1.58475, -2.58175], [-6.56769, 1.30343, -0.89610], [-4.88660, 0.79920, -0.87139], [-3.90337, 1.70761, -0.52250], [-2.58400, 1.29912, -0.51097], [-1.34625, 2.41955, -0.06744], [-2.17356, -0.01934, -0.83095], [-0.96538, -0.45673, -0.80981], [-3.23427, -0.88971, -1.17845], [-2.83966, -2.53147, -1.59124], [-4.55979, -0.50253, -1.20087], [-4.15244, 2.72666, -0.26282], [-5.32450, -1.21634, -1.47242], [0.88336, -0.01648, 1.73730], [1.08569, -1.70951, 1.50704], [1.40114, -1.90644, -0.16201], [1.05513, -2.71047, 2.45875], [1.27608, -4.06596, 2.09094], [1.45806, -5.16405, 1.78576], [0.80884, -2.41987, 3.82876], [0.60993, -2.20008, 4.94395]], "mulliken_spin": [1.023, 0.001, 0.002, -0.001, -0.010, -0.005, -0.046, 0.055, -0.024, -0.016, 0.000, 0.001, 0.000, 0.006, -0.003, 0.008, 0.008, 0.000, 0.020, 0.002, 0.000, -0.003, 0.000, 0.000, 0.003, -0.012, -0.079, 0.051, -0.003, 0.014, -0.003, 0.011], "s_squared": 0.78, "lumo_ev": [4.10, 3.86], "spin_multiplicity": 2, "mol_weight_g_mol": 613.66, "charge": -2}


--- ii ---
{"formula": "C10H4Cl3N2O8P2RuS2", "method": "ωB97M-V/def2-TZVPD", "elements": ["Ru", "O", "P", "O", "O", "O", "P", "O", "O", "O", "H", "H", "Cl", "C", "C", "C", "Cl", "C", "O", "C", "Cl", "C", "H", "H", "S", "C", "S", "C", "C", "N", "C", "N"], "positions_angstrom": [[-0.59334, 1.24338, 0.45754], [0.46530, -1.47850, 3.26207], [-0.53372, -1.51416, 2.00439], [-0.97061, -2.88045, 1.66298], [-1.43687, -0.31347, 2.06788], [1.01255, 0.30076, 1.12206], [1.52679, 0.29251, -1.54479], [2.95293, 0.70828, -0.92091], [1.67134, 0.11304, -3.00667], [0.54485, 1.42233, -1.14126], [1.21725, -2.05842, 3.09471], [3.61331, 0.47400, -1.58446], [0.61536, -5.42946, -3.18587], [0.74465, -3.94163, -2.27603], [-0.32575, -3.05622, -2.21233], [-0.18143, -1.90249, -1.50583], [-1.57169, -0.83185, -1.35209], [1.01878, -1.41865, -0.87694], [0.53290, -0.99497, 0.77146], [1.98889, -2.46534, -0.86869], [3.40762, -2.24239, 0.14002], [1.88729, -3.64952, -1.55536], [-1.26933, -3.27816, -2.68888], [2.70710, -4.35211, -1.50343], [-0.23559, 3.23390, 1.57683], [-1.84060, 3.69449, 1.11033], [-2.55143, 2.49577, 0.05589], [-2.48731, 4.84965, 1.52687], [-1.85615, 5.78933, 2.38963], [-1.36373, 6.56531, 3.08926], [-3.80942, 5.16676, 1.10614], [-4.87995, 5.45826, 0.78549]], "mulliken_spin": [0.909, 0.001, -0.001, 0.000, 0.018, 0.029, 0.019, -0.001, -0.001, 0.020, 0.000, 0.000, 0.000, -0.001, 0.001, -0.001, -0.001, -0.004, -0.010, -0.001, 0.000, 0.000, 0.000, 0.000, -0.050, -0.001, 0.031, 0.031, -0.002, 0.011, -0.004, 0.008], "s_squared": 0.76, "lumo_ev": [4.20, 4.20], "spin_multiplicity": 2, "mol_weight_g_mol": 613.66, "charge": -2}


What are the relative energies? In eV: i 0.000; ii 3.727.


--- i ---
{"formula": "CH4N2O", "method": "ωB97M-V/def2-TZVPD", "elements": ["N", "N", "C", "O", "H", "H", "H", "H"], "positions_angstrom": [[-0.52847, -0.51006, 1.06477], [-0.05696, 0.36634, -0.05210], [0.43279, -0.13578, -1.27074], [1.09030, 0.67813, -1.91775], [0.26866, -0.31937, 1.69492], [-1.45014, -0.15708, 1.46121], [-0.08901, 1.28120, 0.30038], [0.33284, -1.20338, -1.28069]], "mulliken_charge": [-0.587, -0.102, 0.155, -0.564, 0.264, 0.255, 0.240, 0.339], "lumo_ev": 0.92, "mol_weight_g_mol": 60.06, "smiles": "NNC=O"}


--- ii ---
{"formula": "CH4N2O", "method": "ωB97M-V/def2-TZVPD", "elements": ["N", "C", "N", "O", "H", "H", "H", "H"], "positions_angstrom": [[-1.21487, -0.18635, 0.14263], [0.00584, 0.44839, 0.12128], [1.12434, -0.15641, -0.16022], [2.29112, 0.33338, -0.11348], [-1.22126, -1.14925, -0.16480], [-2.01592, 0.37778, -0.09183], [0.02502, 1.52016, 0.24537], [1.00574, -1.18771, 0.02105]], "mulliken_charge": [-0.430, -0.011, 0.077, -0.628, 0.196, 0.225, 0.361, 0.209], "lumo_ev": [0.71, 0.71], "mol_weight_g_mol": 60.06, "smiles": "N/C=[NH+]/[O-]"}


--- iii ---
{"formula": "CH4N2O", "method": "ωB97M-V/def2-TZVPD", "elements": ["H", "N", "C", "N", "O", "H", "H", "H"], "positions_angstrom": [[-0.53909, 1.24997, 1.31587], [-1.47601, 1.05998, 0.63464], [-0.90205, 0.07097, -0.07178], [0.53227, 0.10962, -0.01434], [1.34783, -0.62024, -0.91180], [-1.12847, -0.58429, -1.05619], [0.87926, 0.34255, 0.96301], [1.28626, -1.62855, -0.85942]], "mulliken_charge": [0.250, -0.519, 0.064, -0.188, -0.424, 0.271, 0.218, 0.327], "lumo_ev": 0.61, "mol_weight_g_mol": 60.06, "smiles": "[H]/N=C\\NO"}


--- iv ---
{"formula": "CH4N2O", "method": "ωB97M-V/def2-TZVPD", "elements": ["N", "C", "O", "H", "N", "H", "H", "H"], "positions_angstrom": [[-0.97227, 1.27823, -0.57895], [-1.48607, 0.21946, -0.33103], [-1.78425, -0.81807, 0.07572], [-1.40633, 2.11881, -0.64931], [1.25422, -0.50561, 0.55008], [0.85682, -0.69432, -0.35009], [1.38428, -1.32573, 1.05265], [2.15361, -0.27276, 0.23092]], "mulliken_charge": [-0.447, 0.593, -0.386, 0.247, -0.616, 0.200, 0.209, 0.200], "lumo_ev": 0.81, "mol_weight_g_mol": 60.06, "smiles": "N=C=O.N"}


What are the relative energies? In eV: i 1.337; ii 2.368; iii 3.728; iv 0.000.


--- i ---
{"formula": "CH4N2O", "method": "ωB97M-V/def2-TZVPD", "elements": ["H", "N", "C", "N", "O", "H", "H", "H"], "positions_angstrom": [[0.92991, -1.40414, 0.33910], [1.52832, -0.49834, -0.01202], [0.72439, 0.46385, -0.06550], [-0.61106, 0.74160, -0.10436], [-1.20209, -0.64756, 0.05530], [1.01031, 1.48081, -0.00879], [-0.96687, 1.19456, 0.96467], [-2.12387, -0.57660, -0.52968]], "mulliken_charge": [0.286, -0.562, 0.073, -0.290, -0.507, 0.319, 0.332, 0.349], "lumo_ev": 0.51, "mol_weight_g_mol": 60.06, "smiles": "[H]/N=C\\NO"}


--- ii ---
{"formula": "CH4N2O", "method": "ωB97M-V/def2-TZVPD", "elements": ["H", "N", "C", "O", "N", "H", "H", "H"], "positions_angstrom": [[-2.85603, 1.19576, 0.31743], [-2.08361, 0.51282, -0.05652], [-0.97478, 1.04942, 0.08792], [0.17608, 0.36873, -0.04850], [1.47929, 1.04214, 0.03593], [-0.97953, 2.08120, 0.50289], [1.66715, 1.47545, -0.85786], [2.15354, 0.24505, 0.08264]], "mulliken_charge": [0.263, -0.573, 0.194, -0.215, -0.503, 0.293, 0.259, 0.281], "lumo_ev": 0.92, "mol_weight_g_mol": 60.06, "smiles": "[H]/N=C/ON"}


--- iii ---
{"formula": "CH4N2O", "method": "ωB97M-V/def2-TZVPD", "elements": ["C", "N", "N", "O", "H", "H", "H", "H"], "positions_angstrom": [[0.27550, 0.13869, 0.15997], [-0.84922, -0.70189, 0.39420], [-0.88257, 0.28722, -0.67701], [1.41489, -0.39636, -0.24769], [0.44369, 1.28624, 1.45125], [-0.81434, -1.67409, 0.09714], [-1.73396, 0.82123, -0.62289], [2.14602, 0.23896, -0.55498]], "mulliken_charge": [0.282, -0.443, -0.422, -0.448, 0.184, 0.226, 0.245, 0.375], "lumo_ev": 0.72, "mol_weight_g_mol": 60.06}


What are the relative energies? In eV: i 1.340; ii 0.000; iii 2.460.


--- i ---
{"formula": "C5H7ClN2", "method": "ωB97M-V/def2-TZVPD", "elements": ["C", "C", "C", "C", "C", "H", "H", "H", "H", "H", "H", "H", "N", "N", "Cl"], "positions_angstrom": [[-0.94767, 0.55310, 0.78181], [-1.55340, 0.27606, -0.52877], [0.84523, 0.21585, -0.82695], [0.49037, -0.00096, 0.64428], [1.35698, -0.62174, 1.50760], [-0.99549, 1.56704, 0.93067], [-2.63658, 0.44976, -0.84994], [0.56366, -1.33239, -2.30307], [0.27287, 1.17872, -1.24849], [2.20714, 0.47035, -0.97711], [2.53731, -0.52929, 1.28098], [0.91660, -0.94156, 2.58001], [-1.20105, -0.27474, -1.55504], [0.07476, -0.80383, -1.48432], [-1.93072, -0.20637, 2.04834]], "mulliken_charge": [0.292, -0.339, -0.688, 0.202, -0.712, 0.348, 0.363, 0.275, 0.329, 0.337, 0.221, 0.204, -0.479, -0.167, -0.187], "lumo_ev": 0.70, "mol_weight_g_mol": 130.58}


--- ii ---
{"formula": "C5H7ClN2", "method": "ωB97M-V/def2-TZVPD", "elements": ["H", "N", "C", "C", "C", "C", "C", "Cl", "N", "H", "H", "H", "H", "H", "H"], "positions_angstrom": [[-0.44698, -3.45820, -0.96013], [0.19026, -2.66465, -1.25233], [0.38412, -1.70537, -0.31425], [-0.13215, -1.86472, 1.07484], [-0.16403, -0.65001, 1.70810], [0.47588, 0.41502, 0.76300], [-0.61919, 1.24540, 0.39951], [-0.48572, 2.36120, -0.94900], [1.32481, -0.41364, -0.28848], [-0.81989, -2.81556, 1.32292], [-0.55770, -0.29567, 2.70469], [1.09600, 1.10585, 1.37416], [-1.39960, 0.38678, 0.59951], [-0.71875, 1.83290, 1.35628], [0.83078, 0.00959, -1.26588]], "mulliken_charge": [0.235, -0.723, 0.571, -0.248, -0.612, 0.049, -0.551, -0.157, -0.444, 0.188, 0.350, 0.319, 0.355, 0.294, 0.375], "lumo_ev": 0.08, "mol_weight_g_mol": 130.58, "smiles": "[H]/N=C1\\C=C[C@H](CCl)N1"}


What are the relative energies? In eV: i 1.177; ii 0.000.


--- i ---
{"formula": "C4H11NS", "method": "ωB97M-V/def2-TZVPD", "elements": ["C", "N", "C", "C", "C", "S", "H", "H", "H", "H", "H", "H", "H", "H", "H", "H", "H"], "positions_angstrom": [[-0.46638, -2.62935, 0.05169], [-0.03127, -1.30720, -0.37864], [-0.65893, -0.22310, 0.34709], [-0.42318, 1.15133, -0.33500], [0.96136, 1.58882, -0.35833], [1.80373, 2.18548, 1.18937], [0.19239, -3.41162, -0.39526], [-1.59661, -2.73074, -0.53525], [-0.57522, -2.90496, 1.18538], [1.00814, -1.06081, -0.40720], [-0.48525, -0.27914, 1.51362], [-1.75688, -0.27644, 0.12879], [-1.01488, 1.85881, 0.25843], [-0.85412, 1.36401, -1.25045], [1.10761, 2.43618, -1.13012], [1.54041, 0.84090, -0.86259], [1.24907, 3.39783, 0.97844]], "mulliken_charge": [-0.786, -0.262, -0.537, -0.494, -0.972, -0.185, 0.326, 0.222, 0.254, 0.237, 0.287, 0.278, 0.309, 0.468, 0.344, 0.386, 0.126], "lumo_ev": 0.90, "mol_weight_g_mol": 105.21, "smiles": "CNCCCS"}


--- ii ---
{"formula": "C4H11NS", "method": "ωB97M-V/def2-TZVPD", "elements": ["C", "C", "S", "C", "C", "N", "H", "H", "H", "H", "H", "H", "H", "H", "H", "H", "H"], "positions_angstrom": [[-2.43961, 1.29405, 1.15781], [-1.77512, -0.01420, 0.81255], [-0.38937, 0.38841, -0.22659], [0.48663, -1.16091, -0.32111], [1.78802, -0.83641, -1.09263], [2.80055, -0.06753, -0.36448], [-1.86222, 1.77293, 1.88869], [-3.41849, 1.04564, 1.69883], [-2.56805, 1.88145, 0.27334], [-2.41483, -0.68961, 0.28657], [-1.52349, -0.48176, 1.77710], [0.77567, -1.52902, 0.70448], [-0.16807, -1.90775, -0.80314], [1.61647, -0.25909, -2.01757], [2.30683, -1.71430, -1.34708], [2.51703, 0.88617, -0.21798], [3.00557, -0.44179, 0.59379]], "mulliken_charge": [-1.221, -0.319, -0.192, -0.329, -0.775, -0.597, 0.345, 0.313, 0.369, 0.312, 0.293, 0.245, 0.335, 0.346, 0.382, 0.274, 0.219], "lumo_ev": 1.14, "mol_weight_g_mol": 105.21, "smiles": "CCSCCN"}


What are the relative energies? In eV: i 1.457; ii 0.000.